Entry from OMol25: an isolated molecule of O2S2 (wB97M-V/def2-TZVPD).

Results
- Net charge: 0
- Frontier orbital gap (alpha / beta): 8.19 / 8.05 eV

Last column: Löwdin charge in e.
Positions of all 4 atoms, in Å:
S -1.018 -0.524 0.076  0.6441
S 1.021 0.494 0.073  0.6510
O 2.021 -0.527 -0.072  -0.6407
O -2.024 0.557 -0.077  -0.6543

=====

Entry from OMol25: a cluster of 7 separate species, C28H47F9O18 in total (wB97M-V/def2-TZVPD).

Results
- Net charge: 0
- Structure (SMILES): CCOC(=O)C(F)(F)F.CCOC(=O)C(F)(F)F.CCOC(=O)C(F)(F)F.CCOC(=O)OC.CCOC(=O)OC.CCOC(=O)OC.CCOC(=O)OC
- Frontier orbital gap: 10.61 eV

Last column: Löwdin charge in e.
Positions of all 102 atoms, in Å:
F 1.289 -2.967 2.289  0.1786
F -0.828 -3.167 2.728  0.1564
F 0.791 1.451 5.352  0.1469
F 5.165 0.618 2.691  0.1753
F 0.187 -1.311 3.098  0.1768
F 3.698 -0.979 2.531  0.1801
F -0.992 0.266 5.717  0.1584
F -0.918 2.379 6.338  0.1697
F 3.050 0.997 3.093  0.1583
O -0.954 5.854 -2.084  0.0359
O 2.155 -8.921 6.076  0.1290
O 2.242 -3.832 -0.373  -0.0098
O -4.728 4.644 -7.553  0.1212
O -3.390 3.615 -6.052  0.0380
O -0.815 1.339 2.997  0.1672
O 1.122 -5.660 -0.353  0.0157
O 0.170 4.663 -3.427  -0.0031
O 1.430 -6.881 6.577  0.0004
O 2.654 0.375 0.304  0.1545
O 2.032 -4.972 -2.306  0.1376
O -0.253 -0.616 0.631  0.0291
O -1.802 3.030 4.059  0.0303
O 0.877 4.775 -1.292  0.1272
O 1.624 -7.523 4.457  0.0425
O -2.921 3.453 -8.134  0.0070
O 4.598 1.491 0.319  0.0423
O -0.762 -2.718 0.052  0.1706
C -2.377 3.564 2.869  -0.2184
C 3.238 -2.942 -0.863  -0.0147
C -0.966 1.249 -0.703  -0.0588
C -1.100 1.895 4.012  -0.3710
C 3.758 3.209 -1.164  -0.0611
C -1.169 6.554 -0.872  -0.2055
C 1.806 -4.819 -1.139  -0.6027
C 0.090 5.045 -2.155  -0.6028
C 1.103 3.666 -3.827  -0.0175
C -2.562 6.334 -0.312  -0.0646
C -3.250 3.482 -9.521  -0.0276
C 1.765 -7.837 5.735  -0.6323
C -3.765 3.966 -7.276  -0.6257
C 1.435 -7.201 7.943  -0.0593
C -3.341 3.898 -3.637  -0.0501
C -0.350 -1.928 0.841  -0.3699
C 3.634 0.745 0.873  -0.3685
C -3.872 3.658 3.009  -0.0537
C -4.169 3.962 -4.911  -0.2150
C 4.418 1.857 -1.043  -0.2068
C 0.502 -6.433 2.598  -0.0589
C 0.954 -6.307 4.038  -0.1875
C 3.921 0.315 2.321  -0.5338
C 1.069 -7.969 -1.289  -0.0563
C 0.120 -2.338 2.272  -0.5520
C -0.569 1.506 5.388  -0.5047
C 0.349 -6.646 -1.008  -0.2222
C -0.413 -0.140 -0.700  -0.2208
H 2.127 -7.758 -1.457  0.0792
H -3.297 4.510 -9.874  0.0981
H -1.881 1.380 -0.124  0.0785
H 4.213 -3.361 -0.607  0.1028
H 3.195 -2.831 -1.945  0.0959
H 2.083 3.899 -3.435  0.0693
H 3.842 1.142 -1.633  0.1234
H 2.738 3.239 -0.769  0.0637
H 2.407 -7.442 8.378  0.0980
H -4.144 2.884 -9.673  0.1015
H 0.482 -0.263 -1.312  0.1266
H -0.447 -6.969 2.568  0.0862
H -4.099 3.812 -2.857  0.0808
H 0.370 -5.439 2.183  0.0547
H 1.053 -6.364 8.523  0.0930
H 4.215 3.941 -0.494  0.0910
H -5.010 3.272 -4.814  0.1250
H -1.121 -0.785 -1.232  0.1231
H -2.836 4.848 -3.470  0.0622
H 1.039 3.614 -4.911  0.0992
H 3.681 3.527 -2.199  0.0646
H -1.931 4.539 2.667  0.1259
H 0.673 -8.549 -2.118  0.0761
H -2.626 3.083 -3.719  0.0775
H -0.454 6.221 -0.118  0.1184
H 3.087 -1.992 -0.360  0.0716
H 5.423 1.922 -1.460  0.1280
H -2.104 2.913 2.036  0.1067
H -4.313 2.658 3.049  0.0858
H 0.115 -6.063 4.684  0.1280
H -4.266 3.987 2.045  0.0761
H -0.585 -6.833 -0.482  0.1221
H -0.271 1.972 -0.258  0.0778
H -1.004 7.620 -1.038  0.1297
H 0.050 -6.253 -1.983  0.1184
H 1.276 -6.902 1.992  0.0812
H -2.760 5.321 0.046  0.0630
H 0.818 -8.064 8.200  0.0991
H -4.609 4.947 -5.074  0.1249
H 1.803 -5.619 4.039  0.1297
H -3.374 6.605 -0.987  0.0780
H -2.438 3.010 -10.072  0.0917
H -1.125 1.650 -1.705  0.0690
H -2.694 6.907 0.610  0.0804
H 1.079 -8.630 -0.418  0.0692
H -4.110 4.266 3.878  0.0857
H 0.751 2.681 -3.511  0.0946

=====

Entry from OMol25: the ion C17H26F3N2 with charge +1 (wB97M-V/def2-TZVPD).

Results
- Net charge: +1
- Structure (SMILES): CC(C)[C@@H]1CCC[N@H+]1[C@H](c1ccc(C(F)(F)F)cc1)N(C)C
- Frontier orbital gap: 9.87 eV

Last column: Löwdin charge in e.
Positions of all 48 atoms, in Å:
F -4.848 1.438 3.310  0.1279
F -5.366 2.550 1.484  0.1224
F -5.865 0.409 1.645  0.1213
N -0.051 0.930 -2.182  -0.2055
N 0.923 -0.589 -0.708  0.0177
C -2.347 0.122 -0.531  -0.0355
C -3.561 0.384 0.098  0.0246
C -1.146 0.597 0.015  -0.1612
C 1.493 -0.980 0.691  -0.1916
C 0.159 0.637 -0.779  -0.2784
C -1.165 1.160 1.294  -0.0053
C 3.016 -0.809 0.776  -0.3913
C -1.144 1.811 -2.572  -0.0497
C -4.903 1.337 1.951  -0.5032
C 0.119 -1.782 -1.287  -0.0503
C -0.009 -2.758 -0.138  -0.1325
C 3.524 -1.357 2.109  -0.0532
C -2.377 1.380 1.959  0.0267
C 1.099 -2.442 0.864  -0.1211
C -3.564 0.999 1.342  -0.1067
C 3.472 0.630 0.566  -0.0568
C 1.212 1.254 -2.838  -0.0586
H -2.397 -0.431 -1.471  0.1149
H -0.994 -2.658 0.336  0.1224
H 0.982 1.687 -3.818  0.0973
H 1.743 -0.477 -1.319  0.1381
H 2.988 1.322 1.275  0.0961
H 3.291 0.989 -0.459  0.0659
H -0.802 2.420 -3.419  0.0917
H -1.484 2.452 -1.742  0.1054
H 3.449 -1.439 -0.028  0.1533
H 0.806 -2.634 1.903  0.1372
H -0.224 1.471 1.753  0.1191
H -2.383 1.843 2.944  0.1334
H -0.835 -1.408 -1.658  0.0979
H -4.490 0.090 -0.389  0.1381
H 4.604 -1.197 2.221  0.0951
H 4.558 0.697 0.727  0.0952
H 3.350 -2.433 2.206  0.0792
H -2.006 1.218 -2.916  0.0894
H 1.826 0.351 -2.992  0.0885
H 0.047 -3.779 -0.527  0.1275
H 1.965 -3.095 0.675  0.1242
H 3.028 -0.869 2.960  0.1001
H 0.807 1.434 -0.350  0.1617
H 0.991 -0.311 1.406  0.1430
H 0.710 -2.154 -2.137  0.1446
H 1.796 1.990 -2.250  0.1009

=====

Entry from OMol25: a cluster of 9 separate species, C8H36N2O9 in total (wB97M-V/def2-TZVPD).

Results
- Net charge: 0
- Structure (SMILES): COC[C@H](C)N.COC[C@H](C)N.O.O.O.O.O.O.O
- Frontier orbital gap: 9.02 eV

Last column: Löwdin charge in e.
Positions of all 55 atoms, in Å:
O 0.899 -1.008 -2.640  -0.0903
O 4.294 -4.983 1.824  -0.1980
O -5.222 3.065 -2.468  -0.2024
O -0.111 1.552 2.652  -0.0586
O 1.001 0.085 0.072  -0.0853
O -0.173 3.528 -2.652  -0.0466
O 2.816 2.527 0.058  -0.0283
O -0.530 -1.444 2.195  -0.0652
O 0.305 2.633 0.298  -0.0824
N 3.023 -1.603 2.702  0.0516
N -2.400 1.060 -1.276  0.0466
C 2.923 -3.033 2.191  -0.4007
C -2.866 1.691 -3.598  -0.0621
C -6.502 3.403 -1.973  -0.1034
C 2.396 -3.044 0.760  -0.0508
C -3.077 2.043 -2.103  -0.4424
C 4.324 -3.635 2.253  -0.2276
C 4.033 -5.885 2.906  -0.0999
C -4.543 2.128 -1.694  -0.2398
H -1.333 -1.871 1.820  0.0738
H -3.307 2.518 -4.184  0.0775
H 1.825 -1.275 -2.602  0.0276
H -5.124 1.195 -1.796  0.1294
H 2.289 -3.614 2.914  0.1349
H -0.075 2.065 1.841  -0.0285
H 3.403 -1.548 3.611  0.0413
H 1.257 2.859 0.285  0.0136
H 3.596 2.936 0.445  0.0755
H -6.991 4.071 -2.700  0.0935
H 1.374 -2.651 0.738  0.0559
H -3.248 0.692 -3.797  0.0750
H 0.357 2.833 -3.039  0.0434
H 3.004 -2.444 0.077  0.0894
H -0.781 -0.725 2.782  0.0260
H 4.907 -6.021 3.583  0.0914
H -0.154 3.258 -0.282  0.0678
H 0.567 0.956 0.152  -0.0129
H -1.404 1.089 -1.477  0.0521
H 4.901 -3.105 1.496  0.1254
H -2.762 0.129 -1.447  0.0774
H 0.807 -0.399 -1.877  -0.0090
H -0.578 2.119 3.265  0.0375
H 3.180 -5.541 3.490  0.0767
H 4.772 -3.587 3.256  0.1235
H 2.302 -4.064 0.442  0.0705
H 3.867 -6.854 2.456  0.0813
H 2.666 1.687 0.523  0.0584
H -7.141 2.523 -1.924  0.0833
H -1.784 1.752 -3.877  0.0677
H -0.119 4.284 -3.270  0.0690
H 0.561 -0.580 0.644  0.0195
H -4.566 2.402 -0.609  0.1308
H -6.362 3.884 -1.015  0.0822
H 2.161 -1.114 2.558  0.0366
H -2.658 3.061 -1.988  0.1281

=====

Entry from OMol25: a cluster of 2 separate species, C2H5O3 in total (wB97M-V/def2-TZVPD).

Results
- Net charge: -1
- Frontier orbital gap: 8.61 eV

Last column: Löwdin charge in e.
Positions of all 10 atoms, in Å:
O -1.928 0.078 0.771  -0.1659
O 0.417 0.303 -0.366  -0.1164
O 2.267 -0.008 -1.608  -0.1088
C -1.613 -0.857 1.743  -0.2513
C 1.391 0.661 -1.058  -0.6699
H -1.055 0.283 0.302  0.0241
H -2.517 -1.203 2.257  0.0580
H 1.491 1.782 -1.248  0.0935
H -1.073 -1.740 1.387  0.0681
H -0.974 -0.474 2.568  0.0686

=====

Entry from OMol25: a structure of composition H5O2PSSi (wB97M-V/def2-TZVPD).

Results
- Net charge: 0
- Frontier orbital gap: 7.60 eV

Last column: Löwdin charge in e.
Positions of all 10 atoms, in Å:
S 0.442 1.534 2.304  0.1852
P 0.086 0.058 1.051  0.1235
Si -0.539 0.474 -1.683  0.6277
O -0.959 -0.951 1.728  -0.2580
O 1.362 -1.029 0.857  -0.3188
H -1.272 1.717 -1.460  -0.1501
H -1.255 -0.188 -2.856  -0.1178
H 2.193 -0.639 0.579  0.0462
H -0.881 -1.822 1.490  0.0115
H 0.823 0.845 -2.010  -0.1495

=====

Energy above the lowest of the compared OMol25 structures with the same formula, charge and spin per entry: 85.9; 44.1; 0.0; 60.6; 81.3; 146.8 kJ/mol
Calculated total energy per entry: -946.77486; -3348.26955; -1072.26147; -1113.03033; -304.97655; -1182.49731 a.u.